1.
{
  "formula": "C23H29BN6O2Pt",
  "method": "wB97M-V/def2-TZVPD",
  "elements": ["Pt", "C", "C", "C", "C", "C", "N", "N", "B", "N", "N", "C", "C", "C", "C", "C", "N", "N", "C", "C", "C", "C", "C", "H", "H", "H", "H", "H", "H", "H", "H", "H", "H", "H", "H", "H", "H", "H", "H", "H", "H", "H", "H", "H", "H", "C", "C", "O", "C", "C", "C", "C", "C", "C", "O", "H", "H", "H", "H", "H", "H", "H"],
  "xyz": [[0.2528, 0.7473, 0.2873], [-2.7132, 0.3100, 2.2945], [-2.7149, -0.4103, 0.9891], [-3.6706, -1.2815, 0.4445], [-3.1728, -1.6557, -0.7917], [-3.7650, -2.5664, -1.8143], [-1.9887, -1.0402, -0.9537], [-1.7157, -0.2804, 0.1282], [-0.9108, -1.1596, -2.0513], [-0.4890, 0.2742, -2.5078], [0.0160, 1.2467, -1.6910], [0.2275, 2.3269, -2.4326], [0.7480, 3.6402, -1.9491], [-0.1334, 2.0586, -3.7556], [-0.5800, 0.7540, -3.7630], [-1.0898, -0.0423, -4.9179], [0.3020, -1.9142, -1.4989], [1.0138, -1.3370, -0.5121], [1.9235, -2.2093, -0.1076], [2.8929, -1.8668, 0.9734], [1.7931, -3.3946, -0.8519], [0.7528, -3.1637, -1.7308], [0.1667, -4.0673, -2.7641], [-3.7302, 0.5375, 2.6121], [-2.1500, 1.2392, 2.2052], [-2.2350, -0.2902, 3.0699], [-4.6073, -1.5818, 0.8835], [-4.7526, -2.8852, -1.4859], [-3.1519, -3.4566, -1.9613], [-3.8659, -2.0729, -2.7814], [-1.3601, -1.7520, -2.9868], [0.9417, 3.6421, -0.8824], [0.0236, 4.4224, -2.1799], [1.6717, 3.8832, -2.4761], [-0.0768, 2.7372, -4.5896], [-1.0599, 0.5741, -5.8147], [-2.1170, -0.3685, -4.7568], [-0.4835, -0.9315, -5.0894], [2.7736, -0.8221, 1.2573], [3.9201, -2.0262, 0.6421], [2.7277, -2.4810, 1.8600], [2.3863, -4.2906, -0.7723], [0.7381, -4.9931, -2.8005], [0.1863, -3.6120, -3.7549], [-0.8708, -4.3175, -2.5379], [2.3509, 4.0864, 2.0913], [1.6682, 2.7446, 1.9951], [1.2673, 2.4541, 0.8490], [1.5121, 1.9138, 3.1641], [2.0149, 2.4015, 4.4010], [1.9168, 1.6999, 5.5660], [1.2922, 0.4366, 5.5429], [0.7945, -0.0743, 4.3821], [0.8791, 0.6335, 3.1478], [0.3619, 0.0255, 2.1310], [2.3600, 4.5396, 1.1042], [3.3767, 3.9781, 2.4444], [1.8254, 4.7448, 2.7835], [2.4949, 3.3696, 4.4228], [2.3110, 2.1049, 6.4872], [1.2058, -0.1381, 6.4571], [0.3151, -1.0438, 4.3471]],
  "forces_ev_per_a": [[-1.00, 0.29, -0.15], [-0.02, 0.00, 0.02], [0.03, 0.03, 0.00], [0.00, 0.04, -0.06], [-0.03, -0.02, 0.09], [0.00, -0.01, 0.00], [0.11, 0.11, -0.01], [0.46, 0.01, -0.06], [-0.04, 0.03, -0.02], [-0.02, -0.10, -0.13], [-0.06, -0.21, 0.32], [0.04, 0.29, -0.17], [-0.01, -0.07, 0.13], [-0.04, -0.16, 0.02], [0.00, 0.05, 0.02], [0.01, 0.03, 0.00], [-0.01, 0.00, -0.05], [0.29, -0.25, 0.04], [-0.08, 0.05, -0.04], [0.00, -0.01, 0.01], [0.04, -0.02, -0.08], [0.01, -0.08, 0.06], [0.00, 0.00, 0.00], [-0.01, -0.01, -0.01], [-0.01, -0.01, 0.00], [-0.01, 0.00, 0.00], [0.00, 0.00, 0.00], [0.00, 0.00, -0.01], [0.00, 0.00, 0.00], [0.00, 0.01, 0.01], [-0.01, 0.03, -0.01], [-0.03, -0.03, -0.05], [0.00, 0.01, 0.01], [0.02, 0.01, 0.03], [0.00, -0.01, -0.01], [0.00, 0.00, 0.00], [0.00, 0.00, 0.00], [0.00, 0.00, 0.00], [0.01, 0.00, 0.00], [0.00, -0.01, 0.00], [0.00, 0.01, 0.01], [0.00, 0.00, -0.01], [-0.01, 0.00, -0.01], [0.01, 0.01, 0.00], [0.00, 0.00, 0.00], [0.00, 0.00, 0.01], [-0.07, -0.06, -0.12], [0.30, -0.09, 0.14], [0.02, 0.00, 0.02], [-0.02, -0.02, -0.04], [-0.02, -0.05, 0.01], [0.03, 0.05, 0.04], [0.00, 0.01, -0.06], [-0.04, -0.04, 0.06], [0.16, 0.24, 0.07], [0.00, 0.00, -0.01], [-0.01, -0.01, 0.01], [0.00, -0.01, 0.00], [0.00, 0.00, -0.01], [0.00, -0.01, 0.00], [0.00, 0.01, 0.00], [0.00, 0.00, 0.00]],
  "lowdin_charge": [1.23, -0.03, -0.32, 0.02, -0.27, -0.02, 0.03, -0.01, -0.50, 0.05, -0.07, -0.31, -0.02, 0.01, -0.27, -0.02, 0.02, 0.02, -0.33, -0.03, 0.01, -0.27, -0.02, 0.08, 0.07, 0.08, 0.11, 0.08, 0.07, 0.08, 0.11, 0.04, 0.09, 0.09, 0.11, 0.08, 0.08, 0.08, 0.06, 0.08, 0.08, 0.11, 0.08, 0.08, 0.07, 0.00, -0.34, -0.16, -0.09, -0.05, -0.09, -0.07, -0.01, -0.33, -0.23, 0.08, 0.09, 0.09, 0.10, 0.10, 0.11, 0.12],
  "e_lumo_ev": 0.14,
  "orbital_gap_ev": 7.455,
  "e_homo_ev": -7.3115,
  "total_energy_ha": -1517.1355,
  "de_lowest_kj_mol": 89.6,
  "largest_force_ha_per_bohr": 0.0204
}

***

2.
{
  "formula": "C20H42Cl8",
  "method": "wB97M-V/def2-TZVPD",
  "elements": ["C", "Cl", "Cl", "Cl", "Cl", "C", "Cl", "Cl", "Cl", "Cl", "C", "C", "C", "C", "C", "C", "H", "H", "H", "H", "H", "H", "H", "H", "H", "H", "H", "H", "H", "H", "C", "C", "C", "C", "C", "C", "H", "H", "H", "H", "H", "H", "H", "H", "H", "H", "H", "H", "H", "H", "C", "C", "C", "C", "C", "C", "H", "H", "H", "H", "H", "H", "H", "H", "H", "H", "H", "H", "H", "H"],
  "xyz": [[-2.7932, -17.7965, 10.3866], [-1.0996, -18.2642, 10.5830], [-3.7708, -18.6765, 11.5525], [-2.9651, -16.0613, 10.6685], [-3.3281, -18.1858, 8.7520], [-5.5461, -16.1624, 15.3042], [-4.5379, -16.9201, 14.0684], [-4.6078, -15.8914, 16.7599], [-6.1300, -14.6241, 14.6655], [-6.8962, -17.2330, 15.6621], [-5.5122, -21.0880, 15.6975], [-4.2251, -21.7995, 16.1215], [-2.9671, -21.1015, 15.6382], [-2.8229, -19.6976, 16.2117], [-1.4633, -19.0789, 15.9089], [-1.1845, -17.8112, 16.6955], [-5.7946, -20.3195, 16.4173], [-6.3284, -21.8121, 15.6773], [-5.4152, -20.6498, 14.7027], [-4.1936, -21.8933, 17.2139], [-4.2420, -22.8283, 15.7503], [-3.0489, -21.0460, 14.5425], [-2.0793, -21.7012, 15.8586], [-3.6150, -19.0885, 15.7711], [-2.9606, -19.7379, 17.2997], [-0.6780, -19.8170, 16.1034], [-1.4063, -18.8861, 14.8291], [-0.2052, -17.3745, 16.4915], [-1.9070, -17.0087, 16.5211], [-1.2296, -18.0263, 17.7684], [-10.1897, -20.5025, 13.6498], [-8.9614, -19.6506, 13.5624], [-8.6841, -19.0824, 12.1870], [-7.7384, -17.8917, 12.1481], [-7.5476, -17.3175, 10.7457], [-6.7613, -16.0100, 10.7643], [-11.0902, -19.9016, 13.5225], [-10.2670, -20.9561, 14.6402], [-10.1911, -21.2909, 12.8950], [-9.0251, -18.8403, 14.3050], [-8.0658, -20.1872, 13.9088], [-9.6320, -18.8016, 11.6987], [-8.3154, -19.8610, 11.5019], [-8.1610, -17.0850, 12.7640], [-6.7762, -18.1791, 12.5842], [-7.0127, -18.0612, 10.1404], [-8.5114, -17.1674, 10.2512], [-6.6052, -15.6386, 9.7490], [-7.2547, -15.2679, 11.3907], [-5.7536, -16.1731, 11.1596], [-12.4455, -17.4614, 16.7898], [-12.1662, -16.1219, 17.4793], [-10.9570, -15.3993, 16.9141], [-10.6843, -14.0887, 17.6609], [-9.3612, -13.4281, 17.2792], [-9.1304, -13.2846, 15.7690], [-11.7595, -18.2329, 17.1458], [-12.2345, -17.3628, 15.7204], [-13.4724, -17.7917, 16.9248], [-13.0206, -15.4489, 17.3408], [-12.0885, -16.2652, 18.5626], [-11.2091, -15.1854, 15.8705], [-10.0406, -15.9985, 16.9443], [-11.5077, -13.3816, 17.5273], [-10.6391, -14.3366, 18.7270], [-9.3210, -12.4248, 17.7182], [-8.5295, -13.9605, 17.7550], [-9.9781, -12.7602, 15.3151], [-8.2441, -12.6813, 15.5695], [-9.0121, -14.2390, 15.2591]],
  "forces_ev_per_a": [[0.16, 0.09, -0.07], [0.00, 0.03, -0.02], [-0.14, -0.22, 0.03], [0.08, 0.01, -0.01], [-0.03, 0.00, -0.03], [0.04, -0.01, -0.29], [0.12, -0.01, 0.05], [0.10, 0.08, 0.22], [-0.05, 0.01, 0.07], [-0.18, 0.00, 0.10], [-0.05, -0.37, 0.34], [-0.06, -0.30, 0.20], [-0.14, 0.00, -0.28], [0.25, -0.22, -0.09], [0.00, 0.05, -0.48], [0.00, 0.32, 0.39], [0.04, 0.19, -0.17], [-0.10, 0.10, -0.08], [-0.04, 0.07, -0.01], [-0.05, 0.05, -0.05], [0.05, 0.06, -0.10], [0.25, 0.08, 0.07], [-0.03, 0.01, 0.08], [-0.02, 0.22, 0.29], [-0.12, 0.05, -0.06], [-0.03, 0.03, 0.13], [0.02, 0.07, 0.08], [0.06, -0.19, -0.07], [-0.11, -0.22, -0.18], [0.07, 0.01, -0.04], [-0.40, -0.35, 0.26], [1.07, 0.51, 0.58], [-0.43, 0.01, -0.91], [-0.44, 0.21, -0.05], [0.42, -0.28, 0.02], [0.37, -0.41, -0.19], [-0.05, 0.03, -0.17], [-0.01, -0.15, -0.09], [-0.03, -0.04, 0.04], [-0.23, 0.09, -0.28], [-0.16, -0.21, -0.16], [0.04, 0.18, 0.29], [0.16, -0.07, 0.29], [0.14, -0.16, 0.16], [0.03, 0.16, -0.02], [-0.03, 0.10, -0.05], [-0.08, 0.00, 0.14], [-0.22, 0.22, 0.07], [-0.02, 0.15, -0.11], [-0.17, 0.00, 0.18], [0.48, 0.29, -0.14], [-0.35, -0.20, 0.08], [-0.16, 0.51, 0.15], [0.29, -0.32, 0.06], [0.22, 0.32, -0.11], [-0.24, 0.23, 0.23], [-0.11, -0.04, 0.12], [-0.25, -0.03, -0.02], [-0.01, -0.10, 0.03], [-0.04, -0.10, 0.00], [0.14, 0.00, -0.06], [0.36, -0.04, -0.08], [-0.12, -0.19, -0.08], [-0.06, -0.08, -0.07], [-0.11, 0.17, 0.02], [-0.09, -0.06, 0.01], [-0.04, -0.15, -0.21], [0.02, -0.08, -0.01], [0.04, -0.05, 0.02], [-0.02, -0.06, 0.05]],
  "lowdin_charge": [-2.05, 0.53, 0.51, 0.54, 0.53, -2.03, 0.51, 0.56, 0.57, 0.56, -0.12, -0.27, -0.24, -0.24, -0.27, -0.12, 0.06, 0.07, 0.07, 0.11, 0.10, 0.11, 0.11, 0.07, 0.12, 0.11, 0.11, 0.07, 0.03, 0.07, -0.12, -0.30, -0.24, -0.25, -0.27, -0.12, 0.07, 0.07, 0.08, 0.08, 0.10, 0.12, 0.12, 0.10, 0.07, 0.10, 0.11, 0.07, 0.07, 0.01, -0.11, -0.28, -0.25, -0.23, -0.26, -0.14, 0.07, 0.07, 0.06, 0.11, 0.11, 0.11, 0.11, 0.11, 0.11, 0.10, 0.10, 0.08, 0.05, 0.04],
  "e_lumo_ev": 0.24,
  "orbital_gap_ev": 11.085,
  "e_homo_ev": -10.8492,
  "total_energy_ha": -4468.7477,
  "de_lowest_kj_mol": 0.0,
  "largest_force_ha_per_bohr": 0.0257
}